Entry 1:
A 12-piece molecular cluster, C62H70F7N5 overall. Source: the OMol25 dataset; level of theory: ωB97M-V with the def2-TZVPD basis set.

Values from the calculation:
- Frontier orbital gap: 9.59 eV
- E_LUMO: 0.485 eV
- Largest force on an atom: 1.71 eV Å⁻¹

Element x y z (Å)
F: -2.0094 -3.0887 -2.4153
C: -2.9271 -4.0557 -2.2351
C: -3.0373 -4.6390 -0.9793
C: -3.9711 -5.6469 -0.7886
C: -4.8060 -6.0511 -1.8074
C: -4.7062 -5.4285 -3.0409
C: -3.7228 -4.4659 -3.2914
H: -2.3975 -4.3554 -0.1529
H: -4.0794 -6.0665 0.2044
H: -5.6024 -6.7710 -1.6757
H: -5.4517 -5.6165 -3.8028
H: -3.6686 -3.9559 -4.2432
F: -2.1752 -1.9954 4.2277
C: -1.7221 -2.7085 5.2911
C: -0.7867 -3.7122 5.1245
C: -0.4284 -4.4587 6.2527
C: -0.9575 -4.1580 7.5062
C: -1.8391 -3.1083 7.6147
C: -2.2571 -2.3704 6.5091
H: -0.3460 -4.0220 4.1888
H: 0.2779 -5.2629 6.0958
H: -0.6727 -4.7125 8.3894
H: -2.2839 -2.8752 8.5760
H: -2.9576 -1.5558 6.6111
F: 3.4278 4.0948 -1.6442
C: 2.8619 4.0135 -2.8600
C: 2.7702 2.7957 -3.4764
C: 2.2055 2.6867 -4.7530
C: 1.6868 3.8217 -5.3470
C: 1.7816 5.0537 -4.7070
C: 2.3206 5.1571 -3.4356
H: 3.0884 1.8935 -2.9662
H: 2.1066 1.7041 -5.1926
H: 1.1626 3.7809 -6.2932
H: 1.3700 5.9097 -5.2259
H: 2.3901 6.0509 -2.8311
F: 0.7266 6.8346 -1.3207
C: -0.5370 6.4107 -1.5220
C: -0.8445 5.0588 -1.4366
C: -2.1631 4.6425 -1.4482
C: -3.1564 5.5930 -1.6786
C: -2.8571 6.9343 -1.8589
C: -1.5360 7.3404 -1.7100
H: -0.0687 4.3532 -1.1583
H: -2.4136 3.6276 -1.1815
H: -4.1877 5.2633 -1.6027
H: -3.6863 7.5971 -2.0590
H: -1.3199 8.4024 -1.6729
F: 0.1805 1.1623 -7.3263
C: -0.3113 0.0451 -6.7639
C: -0.5403 -0.0239 -5.4046
C: -0.9694 -1.2333 -4.8374
C: -1.2836 -2.3036 -5.6585
C: -1.0751 -2.2067 -7.0360
C: -0.5754 -1.0436 -7.5852
H: -0.2750 0.8079 -4.7634
H: -1.1139 -1.2022 -3.7669
H: -1.6280 -3.2403 -5.2410
H: -1.3584 -3.0574 -7.6412
H: -0.4143 -0.9221 -8.6492
F: -5.1130 0.4228 -2.1931
C: -4.5156 0.7518 -1.0354
C: -3.9806 -0.2580 -0.2199
C: -3.5241 0.0939 1.0417
C: -3.5393 1.4188 1.4633
C: -3.9796 2.4093 0.6102
C: -4.4766 2.0759 -0.6484
H: -4.0891 -1.2909 -0.5256
H: -3.1086 -0.6568 1.7040
H: -3.2208 1.6604 2.4691
H: -4.1223 3.4257 0.9547
H: -4.7980 2.9179 -1.2476
F: 4.5353 3.7618 3.1812
C: 4.2287 2.5886 2.5729
C: 3.8729 2.6095 1.2409
C: 3.5610 1.4068 0.6159
C: 3.5255 0.2309 1.3505
C: 3.9158 0.2171 2.6946
C: 4.3036 1.4058 3.2867
H: 3.8325 3.5557 0.7181
H: 3.2603 1.3757 -0.4233
H: 3.1462 -0.7009 0.9483
H: 3.9794 -0.7080 3.2478
H: 4.7013 1.3975 4.2949
C: -0.7947 1.9657 6.0080
C: -0.8820 1.5163 4.5387
C: 0.4634 1.1063 3.9218
C: 1.1856 0.0800 4.6571
N: 1.7840 -0.7152 5.2277
H: -1.7604 2.3733 6.3037
H: 0.0116 2.6867 6.1412
H: -0.6075 1.1081 6.6562
H: -1.2651 2.3503 3.9511
H: -1.5604 0.6628 4.4684
H: 1.0374 2.0257 3.8100
H: 0.2576 0.7098 2.9255
C: 1.6302 5.2431 4.3450
C: 0.6726 6.0832 3.4885
C: 0.7102 5.6998 1.9931
C: 0.2793 4.3294 1.7675
N: -0.0663 3.2586 1.5308
H: 2.6515 5.2873 3.9649
H: 1.3318 4.1947 4.3223
H: 1.6355 5.6373 5.3595
H: 0.9839 7.1214 3.5862
H: -0.3477 5.8951 3.8255
H: 1.7536 5.7142 1.6596
H: 0.1211 6.4260 1.4376
C: 2.0386 -5.0893 0.4986
C: 1.1748 -5.7492 1.5658
C: 1.9004 -6.1553 2.8365
C: 3.0640 -7.0195 2.6349
N: 3.9878 -7.6795 2.4905
H: 2.8131 -5.7507 0.1071
H: 2.5738 -4.2305 0.9172
H: 1.4385 -4.7257 -0.3352
H: 0.7763 -6.6637 1.1043
H: 0.2520 -5.2043 1.7586
H: 1.2294 -6.7172 3.4931
H: 2.2190 -5.2846 3.4168
C: 0.2384 1.2131 -1.2885
C: 0.0367 0.3308 -0.0567
C: -0.5128 -1.0477 -0.4294
C: -0.5141 -2.0116 0.6596
N: -0.5219 -2.7485 1.5414
H: 1.0279 1.9399 -1.0834
H: -0.6469 1.7533 -1.6237
H: 0.6387 0.6209 -2.1144
H: -0.6595 0.8541 0.6025
H: 0.9613 0.2461 0.5130
H: 0.1647 -1.4954 -1.1655
H: -1.4963 -0.9468 -0.8844
C: 3.7490 -4.6882 -3.2053
C: 3.5815 -3.9574 -4.5437
C: 2.3200 -3.1051 -4.5787
C: 2.2538 -2.0490 -3.5489
N: 2.1600 -1.1913 -2.7941
H: 4.7568 -5.0407 -3.0075
H: 3.0584 -5.5388 -3.1765
H: 3.4102 -4.1007 -2.3482
H: 3.5502 -4.6690 -5.3676
H: 4.4846 -3.3645 -4.7029
H: 1.4535 -3.7587 -4.4611
H: 2.1814 -2.5681 -5.5197


Entry 2:
A 9-piece molecular cluster, C63H140F4N9O8S4 overall. Source: the OMol25 dataset; level of theory: ωB97M-V with the def2-TZVPD basis set.

Values from the calculation:
- Frontier orbital gap: 8.32 eV
- E_LUMO: -8.409 eV
- Net charge: +5
- Largest force on an atom: 6.68 eV Å⁻¹

Element x y z (Å)
C: 4.3419 -12.6602 -21.1994
C: 4.7821 -11.1819 -21.0493
C: 3.7966 -10.3285 -21.8599
N: 4.1118 -8.8114 -21.8489
C: 3.3856 -8.1710 -23.0061
C: 3.7091 -6.6823 -23.1559
C: 5.1794 -6.3755 -23.2517
C: 5.9199 -7.0267 -22.0704
C: 5.6145 -8.5291 -21.9634
C: 3.5396 -8.2864 -20.5328
H: 4.9449 -13.4255 -20.7117
H: 4.4031 -12.9268 -22.2565
H: 3.3167 -12.7996 -20.8575
H: 5.7744 -10.9547 -21.4208
H: 4.6817 -10.9275 -19.9914
H: 2.7225 -10.4410 -21.7451
H: 4.0658 -10.5300 -22.9019
H: 3.6055 -8.7959 -23.8717
H: 2.3200 -8.2856 -22.7952
H: 3.2091 -6.2751 -24.0382
H: 3.2822 -6.1096 -22.3278
H: 5.6679 -6.7427 -24.1570
H: 5.3092 -5.2936 -23.2235
H: 6.9776 -6.9106 -22.3141
H: 5.7844 -6.4226 -21.1713
H: 5.9768 -8.8955 -22.9247
H: 6.1022 -9.0027 -21.1197
H: 3.9781 -7.2994 -20.4066
H: 3.9512 -8.8992 -19.7345
H: 2.4600 -8.3378 -20.6369
C: 4.6923 -14.1848 -12.6195
C: 5.1913 -14.4877 -14.0144
C: 3.9627 -14.7810 -14.9008
N: 4.2207 -15.2620 -16.3269
C: 2.9386 -15.9132 -16.8682
C: 1.8416 -14.8880 -17.0691
C: 2.3477 -13.7122 -17.9111
C: 3.6204 -13.0582 -17.3380
C: 4.6790 -14.1535 -17.2683
C: 5.3470 -16.2665 -16.3508
H: 5.4638 -14.2598 -11.8531
H: 3.8803 -14.8274 -12.2775
H: 4.3420 -13.1556 -12.5120
H: 5.9469 -15.2743 -14.0527
H: 5.7595 -13.6839 -14.4933
H: 3.3356 -13.8951 -14.9100
H: 3.3478 -15.5706 -14.4685
H: 2.6384 -16.7224 -16.2062
H: 3.1592 -16.3112 -17.8592
H: 1.4082 -14.5125 -16.1387
H: 0.9799 -15.3340 -17.5676
H: 1.5610 -12.9587 -17.9848
H: 2.5949 -13.9934 -18.9382
H: 3.3822 -12.7070 -16.3326
H: 3.9007 -12.1221 -17.8198
H: 5.5309 -13.6746 -16.7753
H: 5.1272 -14.5082 -18.1939
H: 5.4075 -16.6697 -17.3609
H: 5.1808 -17.0714 -15.6395
H: 6.3085 -15.7896 -16.1761
C: -1.7788 -13.7049 -16.4522
C: -3.0099 -13.7105 -17.4017
C: -3.5031 -12.2706 -17.6399
N: -4.5809 -12.1112 -18.6827
C: -4.9430 -10.6225 -18.6492
C: -5.8528 -10.1730 -19.7667
C: -5.1656 -10.4462 -21.1232
C: -4.8802 -11.9469 -21.2353
C: -4.0927 -12.5633 -20.0718
C: -5.8273 -12.8877 -18.3648
H: -1.2779 -14.6440 -16.6865
H: -2.1168 -13.6379 -15.4201
H: -1.0126 -12.9434 -16.6077
H: -3.8216 -14.3372 -17.0358
H: -2.6553 -14.1956 -18.3136
H: -2.6741 -11.6833 -18.0303
H: -3.9331 -11.9078 -16.7077
H: -3.9812 -10.1067 -18.7113
H: -5.3217 -10.3743 -17.6577
H: -6.1445 -9.1250 -19.7373
H: -6.7787 -10.7511 -19.7089
H: -4.2558 -9.8440 -21.1353
H: -5.7615 -10.1348 -21.9772
H: -4.1699 -12.0788 -22.0580
H: -5.7865 -12.4955 -21.4957
H: -3.0787 -12.1761 -20.1657
H: -4.1066 -13.6504 -20.0577
H: -6.5654 -12.7514 -19.1523
H: -6.2821 -12.3803 -17.5133
H: -5.6979 -13.9477 -18.1702
C: -0.2758 -4.1818 -23.8324
C: 0.8553 -3.2021 -24.0688
C: 0.7230 -2.4961 -25.4261
N: 1.6173 -1.3086 -25.6522
C: 1.4185 -0.2023 -24.6085
C: 0.0754 0.4962 -24.8271
C: 0.0396 1.1711 -26.1784
C: 0.2072 0.1470 -27.2863
C: 1.4312 -0.7394 -27.0585
C: 3.0301 -1.8280 -25.6077
H: -0.5158 -4.7642 -24.7224
H: -1.1722 -3.6745 -23.4701
H: -0.1171 -4.9447 -23.0676
H: 1.7826 -3.7854 -24.0856
H: 0.9773 -2.5349 -23.2147
H: -0.3163 -2.1576 -25.4532
H: 0.7422 -3.2141 -26.2459
H: 1.5478 -0.5532 -23.5889
H: 2.2348 0.4865 -24.8314
H: -0.7401 -0.2176 -24.6902
H: -0.0300 1.2195 -24.0171
H: -0.9486 1.6145 -26.3081
H: 0.7681 1.9835 -26.1952
H: -0.6873 -0.4747 -27.3553
H: 0.4030 0.6090 -28.2536
H: 1.3766 -1.6146 -27.7044
H: 2.2693 -0.1009 -27.3378
H: 3.2492 -2.3590 -24.6809
H: 3.7998 -1.0578 -25.5814
H: 3.1672 -2.5267 -26.4294
C: 0.5990 -10.2876 -16.5365
C: 0.7675 -8.7479 -16.4429
C: -0.0402 -8.0252 -17.5492
N: 0.1597 -6.5013 -17.5939
C: -0.6081 -5.9958 -18.7967
C: -0.4363 -4.4738 -18.9963
C: 0.9967 -4.0218 -18.9404
C: 1.7768 -4.6192 -17.7772
C: 1.6406 -6.1237 -17.6614
C: -0.4548 -5.9865 -16.2998
H: 1.0864 -10.8027 -17.3579
H: -0.4856 -10.4386 -16.5581
H: 0.8433 -10.6916 -15.5536
H: 1.8267 -8.5556 -16.6128
H: 0.4112 -8.4399 -15.4640
H: -1.0992 -8.1072 -17.3210
H: 0.2945 -8.4045 -18.5127
H: -0.1516 -6.5663 -19.6097
H: -1.6450 -6.3276 -18.8008
H: -0.9297 -4.2729 -19.9468
H: -1.0050 -4.0023 -18.1918
H: 1.4882 -4.3982 -19.8509
H: 1.1357 -2.9474 -19.0504
H: 2.8076 -4.2617 -17.7992
H: 1.4810 -4.2474 -16.7897
H: 1.9424 -6.5343 -18.6309
H: 2.1574 -6.6190 -16.8487
H: -0.5033 -4.9058 -16.3797
H: 0.1666 -6.3633 -15.4963
H: -1.4853 -6.3304 -16.2460
C: -0.7760 -14.5310 -23.1583
C: -1.8747 -15.3693 -23.8181
C: -3.2885 -14.7695 -23.7963
N: -4.3146 -15.4600 -24.6638
C: -4.2798 -16.9791 -24.3119
C: -5.4271 -17.7776 -24.8877
C: -6.7696 -17.1974 -24.5192
C: -6.8930 -15.7050 -24.8139
C: -5.6821 -14.8764 -24.3374
C: -4.0070 -15.3694 -26.1189
H: -1.0773 -14.0843 -22.2098
H: -0.7530 -13.6568 -23.8183
H: 0.1472 -15.0964 -23.1017
H: -1.8544 -16.3130 -23.2635
H: -1.6154 -15.6586 -24.8375
H: -3.2408 -13.7133 -24.0761
H: -3.7393 -14.7726 -22.8042
H: -4.2922 -17.0932 -23.2251
H: -3.2886 -17.3108 -24.6113
H: -5.3126 -18.7509 -24.4052
H: -5.2910 -17.9460 -25.9569
H: -7.0157 -17.4533 -23.4867
H: -7.5516 -17.6753 -25.1110
H: -7.7889 -15.3428 -24.3058
H: -7.1628 -15.5185 -25.8544
H: -5.7598 -14.6397 -23.2790
H: -5.6989 -13.9263 -24.8750
H: -3.8722 -14.3133 -26.3680
H: -4.8428 -15.6959 -26.7304
H: -3.0558 -15.8321 -26.3621
C: 2.8127 -12.3066 -25.2908
C: 1.4873 -11.6080 -24.9163
C: 0.8341 -11.0806 -26.2063
N: -0.4077 -10.2160 -26.0384
C: -0.0842 -8.9296 -25.2913
C: 0.7032 -7.9419 -26.1004
C: 0.0090 -7.5417 -27.4124
C: -0.1191 -8.8073 -28.2238
C: -0.8863 -9.9075 -27.4818
C: -1.4863 -10.9703 -25.3251
H: 3.2963 -12.7966 -24.4461
H: 3.5531 -11.6298 -25.7201
H: 2.5987 -13.0838 -26.0278
H: 1.8611 -10.8055 -24.2786
H: 0.8442 -12.3188 -24.4093
H: 0.5170 -11.9409 -26.7951
H: 1.5497 -10.4965 -26.7801
H: 0.3884 -9.1911 -24.3456
H: -1.0411 -8.4712 -25.0493
H: 1.6998 -8.3712 -26.2719
H: 0.9314 -7.0678 -25.4844
H: 0.5972 -6.6811 -27.7313
H: -0.9796 -7.1162 -27.2162
H: 0.9171 -9.0756 -28.4429
H: -0.6916 -8.5921 -29.1259
H: -0.7901 -10.8874 -27.9410
H: -1.9136 -9.5550 -27.3890
H: -1.6830 -11.8479 -25.9426
H: -2.3591 -10.3168 -25.3326
H: -1.1826 -11.2360 -24.3161
N: -4.8175 -6.3681 -24.5670
S: -4.9048 -7.6666 -23.5155
O: -4.0646 -7.5269 -22.3520
O: -5.1040 -8.9705 -24.1064
F: -6.3294 -7.4493 -22.8779
S: -3.3730 -6.6531 -25.1170
O: -3.2209 -7.7916 -26.0089
O: -2.3189 -6.3345 -24.1810
F: -3.2739 -5.4566 -26.1815
N: 0.2266 -9.2321 -21.0309
S: 0.0519 -10.8756 -20.8520
O: 0.2668 -11.5883 -22.0822
O: -0.9139 -11.4124 -19.9207
F: 1.4244 -11.1088 -20.0469
S: -1.2424 -8.9194 -21.3108
O: -2.1112 -8.7823 -20.1844
O: -1.7258 -9.5593 -22.5098
F: -0.9636 -7.4139 -21.7705


E for every record listed, in sequence, given in eV: -91901.5106 -151558.7450.
HOMO level for every record listed, in sequence, given in eV: -9.10 -16.73.